(1)
ORCA calculation (the ωB97M-V functional and the def2-TZVPD basis) on C22H16F10N5O2Tl as an isolated structure at a distorted geometry.

lowest unoccupied orbital energy	4.481	eV
HOMO	-1.30	eV

```
! RIJCOSX wB97M-V def2-TZVPD def2/J DEFGRID3
* xyz -2 1
H -0.817 -2.551 0.646
H -3.444 0.186 -1.881
F -2.934 5.671 0.297
C 1.711 -1.520 -2.284
F 4.303 -2.294 -2.553
H -1.910 -3.937 4.062
H -0.083 -0.617 -2.953
H -2.357 -1.300 -0.113
C -2.160 2.443 -1.388
H 2.048 -1.542 -3.351
C -0.275 -2.604 -0.324
O -0.372 1.408 2.636
O -2.373 -2.625 2.338
H -2.953 -3.157 5.342
F 6.232 -2.456 -0.665
C -0.915 0.301 4.618
C -1.989 -3.210 4.900
F 5.805 2.367 -0.359
C 6.054 -0.051 -0.358
C -2.102 4.335 -2.938
H 0.785 -2.732 -0.175
H -0.168 -2.333 -2.948
F -2.310 6.570 -2.094
H -1.274 -3.577 5.683
C -2.367 5.202 -1.916
H -1.546 -1.137 6.270
C -0.982 0.433 3.167
N 2.134 -0.268 -1.675
Tl 0.313 0.746 0.290
C -2.607 4.766 -0.626
N -1.667 -1.900 4.362
F -1.907 4.807 -4.197
H -0.603 -3.470 -0.916
H -2.422 -2.071 -1.711
C 5.606 -1.270 -0.899
C -2.367 0.109 -1.830
H 2.168 -2.420 -1.820
C 3.462 -0.215 -1.581
C -2.070 3.000 -2.700
F 3.414 2.216 -1.478
N -1.964 1.231 -0.992
C -1.987 -1.185 -1.172
C -1.911 -1.728 2.973
C 4.432 -1.279 -1.634
C -1.402 -0.822 5.206
N -0.528 -1.360 -1.092
C 0.218 -1.494 -2.342
H -1.939 0.050 -2.794
N -1.459 -0.565 2.408
C 4.103 1.042 -1.290
H -0.423 1.073 5.191
C -2.471 3.436 -0.323
C 5.350 1.117 -0.629
F -1.904 2.114 -3.702
F -2.434 3.064 0.969
F 7.255 0.001 0.345
*
```

=====

(2)
ORCA calculation (the ωB97M-V functional and the def2-TZVPD basis) on a 7-piece molecular cluster, H14O7 overall.

SMILES	O.O.O.O.O.O.O
lowest unoccupied orbital energy	-0.056	eV
ΔE to the lowest compared entry with this formula, charge and spin	38.7	kcal per mole
HOMO	-10.63	eV

```
! RIJCOSX wB97M-V def2-TZVPD def2/J DEFGRID3
* xyz 0 1
H 26.600 11.760 -2.029
H 26.864 10.685 -4.585
H 26.621 14.413 -6.354
O 27.096 11.238 -1.389
H 27.599 9.386 -5.001
H 28.312 12.854 -3.560
O 25.885 13.850 -6.092
O 24.317 9.122 -5.850
H 25.953 8.070 -3.130
H 26.542 11.226 -0.601
H 28.296 12.618 -5.074
H 24.604 8.249 -2.442
H 26.260 13.219 -5.458
O 28.965 8.410 -5.693
H 24.239 8.169 -5.739
O 26.758 9.719 -4.619
O 27.801 12.434 -4.265
H 25.069 9.386 -5.268
H 29.822 8.544 -6.115
O 25.501 7.934 -2.287
H 28.405 8.026 -6.383
*
```

=====

(3)
ORCA calculation (the ωB97M-V functional and the def2-TZVPD basis) on a 17-piece molecular cluster, C17H68O17 overall at a distorted geometry.

lowest unoccupied orbital energy	0.009	eV
ΔE to the lowest compared entry with this formula, charge and spin	49.9	kcal per mole
HOMO	-9.47	eV

```
! RIJCOSX wB97M-V def2-TZVPD def2/J DEFGRID3
* xyz 0 1
H 9.073 24.279 7.626
C 7.532 26.274 1.882
H 11.747 27.798 9.706
H 12.643 27.450 1.662
H 10.404 29.857 3.870
H 6.699 21.673 2.448
H 10.344 30.991 2.671
O 11.181 23.475 6.708
H 14.921 23.870 3.961
H 4.760 25.695 6.831
H 11.894 23.482 -2.915
O 16.092 22.189 4.178
H 16.702 20.845 5.700
O 7.672 23.273 -1.039
O 10.564 23.833 -1.277
H 7.385 22.854 8.549
H 16.314 21.642 3.421
O 14.430 24.690 3.877
C 6.981 23.652 -2.190
H 11.244 23.926 5.862
H 11.160 21.698 2.035
H 15.243 30.351 5.436
O 12.454 29.458 1.372
H 8.556 26.076 1.566
O 12.156 23.257 0.977
O 8.067 26.692 5.261
O 7.497 27.436 2.709
H 10.041 25.007 3.200
H 6.307 23.265 2.828
H 10.854 26.562 3.368
C 9.217 26.957 6.049
C 12.383 23.873 7.396
C 15.337 24.581 0.348
C 5.905 22.404 2.293
O 5.654 22.625 0.920
H 15.510 26.204 3.140
H 13.207 24.021 6.699
H 16.636 22.490 6.172
H 9.066 27.641 6.884
H 16.032 25.495 4.724
C 11.016 25.487 3.293
H 8.848 28.791 1.994
H 14.079 26.127 0.357
H 15.348 24.130 -0.645
H 16.090 25.287 0.698
H 6.353 24.481 -1.861
O 6.474 24.678 6.320
H 12.360 22.667 2.881
H 10.884 27.471 8.255
H 12.949 23.798 1.011
C 5.720 25.375 7.236
H 8.251 23.088 10.039
H 7.614 25.989 5.732
H 8.721 30.363 3.247
H 7.085 25.424 2.397
H 8.591 23.502 -1.195
H 16.256 28.897 5.674
O 8.705 24.441 8.498
H 6.263 26.195 7.705
C 15.453 29.505 6.091
H 14.558 28.916 6.290
C 11.336 24.284 -2.432
H 16.650 30.571 7.126
C 12.125 22.194 1.928
O 11.665 25.107 4.454
H 12.836 28.378 3.089
H 12.477 23.112 8.172
H 6.266 23.744 6.399
C 11.033 28.241 9.011
C 13.104 28.366 2.033
H 9.684 26.044 6.419
H 12.096 24.830 7.832
H 6.500 22.811 0.506
O 14.031 25.170 0.406
H 7.671 23.962 -2.974
H 12.478 29.161 7.978
H 9.166 22.520 8.624
H 6.375 22.832 -2.575
O 11.554 29.310 8.188
H 11.040 23.607 -0.474
H 14.758 26.754 4.595
H 10.081 28.381 9.524
H 11.946 25.100 -2.046
H 10.707 24.696 -3.221
H 9.997 27.342 5.392
H 7.027 26.212 0.918
O 15.810 30.134 7.288
C 9.766 30.141 3.032
O 9.751 29.117 2.016
H 5.501 24.788 8.128
H 12.816 21.385 1.692
C 16.944 21.848 5.348
H 14.167 28.306 1.803
H 11.502 25.179 2.367
H 18.007 21.957 5.135
H 15.416 23.770 1.073
H 11.517 29.268 1.455
C 15.199 25.872 4.131
H 5.014 22.187 2.881
C 8.349 23.160 8.956
H 7.915 27.181 3.534
H 12.598 25.020 4.242
*
```

=====

(4)
ORCA calculation (the ωB97M-V functional and the def2-TZVPD basis) on C41H36AsBr2N4O5Pb as an isolated structure.

lowest unoccupied orbital energy	1.569	eV
ΔE to the lowest compared entry with this formula, charge and spin	0.0	kcal per mole
HOMO	-4.41	eV

```
! RIJCOSX wB97M-V def2-TZVPD def2/J DEFGRID3
* xyz -1 1
H 3.508 0.800 2.614
C 0.995 -4.222 -3.335
H -2.125 -2.249 4.739
H 1.019 3.725 6.716
H -5.836 3.667 -1.270
H -1.490 4.513 0.047
C -1.387 -2.521 3.992
C 3.160 2.856 -1.973
H -2.723 1.034 2.759
H 2.515 1.007 1.166
H 4.817 -5.997 -5.801
C -0.426 2.261 4.789
H 2.388 2.610 6.694
C 1.446 1.215 3.046
C -2.639 -0.726 -3.372
N 0.120 -1.127 0.874
N 1.913 0.849 -2.308
H -3.171 -1.539 1.213
H 2.698 -5.595 -4.969
C -2.329 1.910 3.269
H -1.172 2.651 5.476
H 2.860 1.596 4.603
H 2.387 -0.471 2.098
C -5.853 2.587 -1.118
C 0.102 1.295 2.636
C -1.154 3.517 0.336
C 2.525 0.609 2.184
H 1.229 -3.428 1.329
Pb 1.623 -1.690 -1.236
C -2.670 0.627 -3.633
C 0.834 1.568 -2.617
C -2.229 2.495 0.058
N -0.373 -0.510 -2.657
As -0.149 0.655 0.772
H -6.625 2.362 -0.378
C -1.453 -1.254 -2.882
H -0.880 3.545 1.394
C -2.028 1.122 0.297
H 3.877 0.828 -1.724
C 0.220 -4.042 3.107
H -3.496 -1.359 -3.547
H -3.687 -1.774 -0.456
C -3.458 2.952 -0.407
H -2.579 2.767 2.642
O 5.370 -5.348 -5.354
C -0.417 0.801 -2.901
C 0.483 -3.165 2.073
Br -4.224 1.418 -4.360
C 2.509 -4.053 -3.514
H 4.091 3.329 -1.698
O 0.474 -3.492 -2.426
C 3.045 1.473 -1.992
H 6.252 -3.403 -3.833
C -0.187 -1.925 1.948
H -1.963 -1.633 -0.048
C -4.283 0.729 -0.475
C -0.718 -3.732 4.088
H 0.761 -4.980 3.152
H -2.862 2.025 4.213
C 2.040 3.590 -2.309
C 3.223 -4.840 -4.397
H -0.233 3.289 -0.205
Br 2.101 5.479 -2.291
H -0.918 -4.416 4.903
C -1.560 1.416 -3.395
C 4.975 -1.744 -2.042
H -3.599 4.018 -0.561
O 6.148 -1.433 -2.239
H -6.151 2.119 -2.057
H -1.684 -0.712 2.902
C 0.898 2.204 5.194
C -0.846 1.816 3.538
O 0.427 -5.025 -4.067
C 1.309 2.684 6.560
H -0.018 3.539 -2.880
H -1.596 2.473 -3.606
C 1.818 1.670 4.309
C 4.590 -4.616 -4.512
C -4.510 2.083 -0.662
C -2.960 -1.262 0.177
H -5.081 0.023 -0.691
H -1.341 -2.314 -2.680
C -3.067 0.229 -0.010
O 4.151 -1.231 -1.222
C -1.136 -1.641 2.949
C 0.858 2.956 -2.643
C 4.401 -2.882 -2.901
C 5.196 -3.618 -3.760
N 3.095 -3.109 -2.787
H 0.833 2.092 7.345
*
```